No. 1
Density functional theory data (wB97M-V/def2-TZVPD) for 8 unconnected molecules or ions with the total composition C21H38F2O30S7 at a distorted geometry.

```
98
Properties=species:S:1:pos:R:3
C -0.56332 9.28391 -2.72067
C -0.74946 7.96159 -3.46809
C -1.63309 6.95752 -2.70931
F -2.63974 7.59978 -1.98727
C -0.81848 6.03800 -1.82374
C 0.22890 6.67820 -0.88615
C 0.50479 5.39132 -0.08155
F 1.38606 5.47096 0.95770
C -0.95341 5.11699 0.26095
O -1.49493 4.95608 1.30526
O -1.57224 5.16892 -0.95911
H -0.36416 9.13581 -1.66099
H -1.43627 9.92634 -2.82413
H 0.27668 9.82799 -3.15859
H -1.26828 8.16175 -4.40561
H 0.19490 7.44620 -3.65373
H -2.08957 6.31544 -3.46437
H -0.22074 5.45681 -2.53815
H -0.31384 7.29267 -0.15631
H 1.07662 7.17613 -1.34206
H 0.80490 4.65763 -0.83531
C -0.33290 1.08256 -1.41952
C -0.53819 0.57440 -2.82506
O 0.02022 1.61453 -3.66012
S 1.24481 2.29394 -2.91799
O 2.46206 1.72671 -3.38408
O 1.04044 3.70188 -2.91985
O 0.96229 1.72895 -1.45796
H -1.07964 1.83504 -1.15247
H -0.33632 0.27688 -0.68469
H -1.58325 0.41515 -3.07054
H 0.02112 -0.34542 -3.00457
C 5.25503 1.12344 -0.43452
C 5.09191 0.23873 -1.64973
O 5.54398 -1.05685 -1.20764
S 5.19404 -1.24252 0.33410
O 3.98918 -1.98784 0.45512
O 6.36969 -1.64328 1.02459
O 4.87913 0.28363 0.67093
H 6.29369 1.42844 -0.29458
H 4.62078 2.00454 -0.47205
H 5.68072 0.57462 -2.49764
H 4.04541 0.15550 -1.94537
C 5.12401 -3.66422 3.77613
C 4.96624 -4.54428 2.55840
O 5.40789 -5.84293 2.99366
S 5.04901 -6.03816 4.53401
O 3.83205 -6.76942 4.64233
O 6.21565 -6.44414 5.22770
O 4.73724 -4.50823 4.87623
H 6.16207 -3.36161 3.92026
H 4.49262 -2.78135 3.73787
H 5.55966 -4.20339 1.71615
H 3.92035 -4.62509 2.25669
C -1.33361 -2.42698 2.98469
C -0.76402 -3.62310 2.25167
O -1.35501 -3.55406 0.94575
S -1.57937 -2.02681 0.53626
O -0.48357 -1.59702 -0.26849
O -2.91680 -1.86726 0.11374
O -1.38001 -1.39037 1.99452
H -2.35071 -2.61602 3.33290
H -0.71535 -2.11714 3.82265
H -1.01316 -4.56747 2.72667
H 0.31973 -3.54481 2.14135
C -6.23229 -2.53363 -3.91846
C -5.47419 -3.78944 -4.29223
O -4.10042 -3.38162 -4.30363
S -3.86403 -2.25030 -3.19184
O -3.34611 -2.83421 -2.01090
O -3.22454 -1.14647 -3.81534
O -5.40391 -1.89105 -2.94030
H -6.33920 -1.86258 -4.77294
H -7.21169 -2.74455 -3.49797
H -5.75954 -4.17826 -5.26549
H -5.59450 -4.57009 -3.53808
C -4.89104 3.61077 -2.59072
C -5.87690 4.62109 -3.13889
O -5.15674 5.28172 -4.18839
S -4.14875 4.25150 -4.88188
O -4.74043 3.73400 -6.06097
O -2.85925 4.84165 -4.88562
O -4.19722 3.12247 -3.75003
H -4.16291 4.08102 -1.92579
H -5.37766 2.78877 -2.07277
H -6.19848 5.34161 -2.39255
H -6.75078 4.13361 -3.57661
C 3.00182 -8.47671 7.56758
C 1.72611 -7.72105 7.27849
O 0.70464 -8.49436 7.92696
S 1.30138 -9.17664 9.24858
O 0.96747 -8.38121 10.37457
O 1.00768 -10.56246 9.20373
O 2.85024 -8.94908 8.91481
H 3.10880 -9.34234 6.91177
H 3.88490 -7.84990 7.48546
H 1.52234 -7.63602 6.21558
H 1.74078 -6.72551 7.72760
```

As for the structure (SMILES): CC[C@H](F)[C@H]1C[C@@H](F)C(=O)O1.O=S1(=O)OCCO1.O=S1(=O)OCCO1.O=S1(=O)OCCO1.O=S1(=O)OCCO1.O=S1(=O)OCCO1.O=S1(=O)OCCO1.O=S1(=O)OCCO1. The calculation puts the LUMO energy at -0.07 eV. Its orbital gap is 0.38146 Eh. Its HOMO energy is -10.45 eV. The calculation puts the calculated total energy at -165093.3711 eV.



No. 2
Density functional theory data (wB97M-V/def2-TZVPD) for a molecular structure, C21H38IN2O2SSi4Ta at a distorted geometry.

```
70
Properties=species:S:1:pos:R:3
Ta -0.05100 0.35497 -0.28605
C -4.48364 7.47262 0.75047
C -3.74074 6.19738 0.50914
C -4.33578 5.15837 -0.21420
C -3.67503 3.96665 -0.42529
C -2.39051 3.83187 0.10480
C -1.76208 4.84502 0.83324
C -2.44817 6.02323 1.02247
S -1.58650 2.34472 -0.10849
O -2.28146 1.40726 -0.98518
O -0.14612 2.46175 -0.59557
N -1.15056 1.48729 1.20005
C -2.06936 0.48898 1.55177
C -3.23389 0.53924 2.27796
C -3.99777 -0.62011 2.32547
C -3.58041 -1.75742 1.64137
C -2.38625 -1.73214 0.95209
N -1.61845 -0.63551 0.94569
H -5.16903 7.69377 -0.06541
H -3.80265 8.31126 0.88018
H -5.07666 7.38258 1.66392
H -5.32695 5.29484 -0.62581
H -4.12278 3.16485 -0.99677
H -0.76034 4.71217 1.22276
H -1.97965 6.83098 1.56876
H -3.53289 1.45468 2.76995
H -4.92810 -0.63236 2.87741
H -4.17223 -2.66088 1.64361
H -2.01286 -2.59861 0.42363
I -0.26522 -1.31213 -2.29801
C 0.38479 -0.56829 4.14274
Si 1.37589 -1.77234 3.09601
C 2.97328 -2.16801 3.97445
C 0.41277 -3.32395 2.67395
Si 1.76488 -0.59610 1.01762
Si 3.06642 -2.13990 -0.39701
C 4.62485 -2.39148 0.60571
C 2.02677 -3.69529 -0.52944
C 3.43359 -1.22277 -2.00582
Si 2.96135 1.53359 1.32664
C 3.20904 2.34223 -0.35060
C 4.60339 1.12982 2.11912
C 1.95650 2.64256 2.44875
H -0.04916 -1.09507 4.99724
H -0.42909 -0.08640 3.60063
H 1.03692 0.21081 4.54092
H 2.71192 -2.54284 4.96867
H 3.60410 -1.28990 4.11053
H 3.55841 -2.94275 3.48253
H -0.14517 -3.64784 3.55615
H 1.08281 -4.13666 2.39191
H -0.29510 -3.17983 1.85989
H 4.44164 -2.89485 1.55252
H 5.15007 -1.45747 0.79555
H 5.29925 -3.03023 0.02567
H 2.29439 -4.38919 0.26883
H 2.21518 -4.20179 -1.47860
H 0.95780 -3.49914 -0.46989
H 4.47250 -0.88607 -2.00460
H 2.79841 -0.35366 -2.16157
H 3.31089 -1.87819 -2.87077
H 3.84734 1.74470 -1.00359
H 3.69527 3.31229 -0.21608
H 2.27133 2.53582 -0.87570
H 5.25943 0.54166 1.48012
H 4.49201 0.61548 3.07343
H 5.10152 2.08492 2.31219
H 0.91141 2.70780 2.14692
H 2.38371 3.64865 2.43492
H 1.98286 2.28937 3.48091
```

As for the charge: +2. The calculation puts the LUMO energy at -7.57 eV. Its orbital gap is 0.23382 Eh. Its HOMO energy is -13.93 eV. The calculation puts the calculated total energy at -81454.6622 eV.



No. 3
Density functional theory data (wB97M-V/def2-TZVPD) for 3 unconnected molecules or ions with the total composition C21H38N2O7S at a distorted geometry.

```
69
Properties=species:S:1:pos:R:3
C 1.16333 2.11492 -1.07525
C 0.70739 1.44301 -2.46726
O 0.47563 2.52903 -3.40101
C -0.55257 0.44627 -2.27373
C -1.97954 1.15333 -2.41335
C -2.55093 1.82400 -3.72061
C -3.92173 2.52882 -3.76868
C -4.83652 2.60569 -2.47532
N -6.14836 3.26052 -2.35458
S -6.49965 2.92728 -0.71301
N -5.22031 2.01913 -0.03534
C -4.30523 1.89830 -1.15169
C -2.90164 1.19232 -1.14956
H 1.49788 1.27421 -0.37771
H 2.09091 2.76145 -1.33017
H 0.38818 2.82824 -0.63433
H 1.56866 0.80776 -2.91624
H 0.72870 2.25492 -4.30798
H -0.46115 -0.51922 -2.91049
H -0.48975 0.07429 -1.17575
H -1.88962 1.80938 -4.66553
H -4.28396 3.03032 -4.72772
H -2.55479 0.69365 -0.18367
C -4.74043 -6.67541 -1.32601
O -4.24838 -5.73635 -0.39123
C -2.99804 -6.11022 0.17846
C -2.07808 -4.90235 0.33281
O -1.56049 -4.38362 -0.89502
C -2.48778 -3.72918 -1.76419
C -3.03266 -2.40471 -1.23706
O -3.95116 -2.62331 -0.17248
C -3.85763 -1.65955 0.85897
H -5.13373 -7.55429 -0.80349
H -5.54760 -6.20310 -1.88947
H -3.96222 -6.97516 -2.03594
H -2.49811 -6.86362 -0.43676
H -3.20211 -6.54372 1.16410
H -1.20033 -5.22862 0.90014
H -2.54096 -4.11325 0.92497
H -3.28945 -4.40812 -2.05839
H -1.92429 -3.51441 -2.67825
H -3.57141 -1.88838 -2.03653
H -2.19536 -1.77704 -0.91081
H -2.81558 -1.49185 1.15150
H -4.39466 -2.03973 1.72975
H -4.31431 -0.72013 0.53800
C 7.69902 2.31094 1.39897
O 6.69125 2.88345 2.20801
C 5.90308 3.85306 1.52488
C 4.43102 3.73994 1.91117
O 3.76492 2.58312 1.39838
C 4.14322 1.32132 1.95272
C 3.74259 1.11778 3.41130
O 4.54982 1.90930 4.27382
C 3.83812 2.45428 5.36809
H 8.52091 3.02246 1.26365
H 8.07640 1.42035 1.90546
H 7.30128 2.00406 0.42578
H 5.99765 3.74017 0.44119
H 6.28097 4.84224 1.80711
H 3.90829 4.59335 1.46717
H 4.28642 3.82769 2.98764
H 5.20568 1.13080 1.79447
H 3.61101 0.57302 1.35603
H 3.89430 0.07017 3.68687
H 2.68160 1.36585 3.52988
H 2.89713 2.90862 5.04232
H 4.45245 3.23673 5.81693
H 3.64267 1.67978 6.11416
```

As for the structure (SMILES): C[C@H](O)Cc1ccc2nsnc2c1.COCCOCCOC.COCCOCCOC. The calculation puts the LUMO energy at -1.08 eV. Its orbital gap is 0.27340 Eh. Its HOMO energy is -8.52 eV. The calculation puts the calculated total energy at -50531.8315 eV.



No. 4
Density functional theory data (wB97M-V/def2-TZVPD) for 2 unconnected molecules or ions with the total composition C21H38NO5Si2 at a distorted geometry.

```
67
Properties=species:S:1:pos:R:3
C -2.09848 0.92448 3.76442
O -1.17430 0.12580 2.98826
C -0.16092 0.72368 2.41178
C 1.06640 -0.00053 2.16745
C 2.26944 0.68033 1.79701
C 3.45696 -0.02650 1.61300
C 3.51057 -1.41944 1.76515
C 4.78988 -2.16560 1.49773
C 2.34403 -2.09203 2.16532
C 1.14773 -1.41125 2.36385
H -2.77353 0.20455 4.23220
H -1.54755 1.49314 4.52746
H -2.65215 1.60457 3.09942
H -0.24102 1.81142 2.24946
H 2.23603 1.76759 1.67915
H 4.38341 0.49458 1.33796
H 4.65439 -3.23976 1.64834
H 5.15163 -2.00817 0.47113
H 5.59151 -1.82785 2.16822
H 2.39454 -3.16679 2.31565
H 0.26204 -1.93967 2.69611
C 1.26915 5.99336 2.43635
O -0.08068 6.05897 1.96788
C -0.41557 4.94438 1.29271
O 0.35507 4.01154 1.12759
C -1.82861 4.98353 0.75549
C -2.73078 4.15843 1.64452
C -4.16052 4.15198 1.17173
C -5.10724 4.16861 2.11955
N -4.28775 3.94853 -0.24106
O -5.69405 3.96992 -0.55338
Si -6.17404 5.33576 -1.51503
C -7.08623 4.58909 -2.95901
C -7.30420 6.35638 -0.45199
C -4.62258 6.23627 -2.03754
O -3.86099 2.66114 -0.43539
Si -5.01806 1.39378 -0.49013
C -5.36423 1.26007 -2.30437
C -3.96131 0.03536 0.20411
C -6.59485 1.51797 0.53101
H 1.41508 6.89415 3.02934
H 1.42791 5.09632 3.04742
H 1.96313 5.97368 1.58693
H -2.18636 6.02301 0.74100
H -1.84074 4.55018 -0.24974
H -2.36268 3.12175 1.72605
H -2.73582 4.60120 2.65566
H -6.17100 4.33140 1.89512
H -4.74442 4.21899 3.14722
H -7.32811 5.36414 -3.70347
H -6.48330 3.82376 -3.46283
H -8.03334 4.13373 -2.63710
H -7.50408 7.31375 -0.95635
H -8.26622 5.84976 -0.29329
H -6.85914 6.56988 0.52815
H -4.69714 6.54095 -3.09516
H -4.43325 7.13908 -1.43707
H -3.76235 5.55508 -1.92217
H -5.75173 0.25172 -2.50911
H -6.09717 1.98581 -2.67177
H -4.43745 1.39031 -2.87924
H -4.42988 -0.94754 0.06301
H -2.98763 0.02243 -0.29845
H -3.76678 0.15731 1.27505
H -6.92439 0.49729 0.80564
H -6.48654 2.08612 1.46555
H -7.41958 1.96409 -0.04339
```

As for the charge: +1. The calculation puts the LUMO energy at -5.09 eV. Its orbital gap is 0.21515 Eh. Its HOMO energy is -10.94 eV. The calculation puts the calculated total energy at -49869.6359 eV.



No. 5
Density functional theory data (wB97M-V/def2-TZVPD) for a molecular structure, C21H39FeN4O5.

```
70
Properties=species:S:1:pos:R:3
Fe -0.61863 1.14878 -1.11641
C 2.71586 2.57302 2.11864
C 1.30496 1.98050 2.19857
C 1.35557 0.48386 2.59879
C 2.13354 -0.56029 1.75361
C 1.54413 -1.94007 2.01760
C 3.63434 -0.60375 2.01907
N 1.94219 -0.14414 0.30199
C 2.18930 -1.07207 -0.84637
C 0.95715 -1.87108 -1.25390
N -0.16687 -1.10449 -1.85511
C 0.19655 -0.79858 -3.27433
C -1.54329 1.20655 -3.64966
O -2.37359 1.00755 -4.72826
O -1.54281 2.08464 -2.80876
C -1.46070 -1.88295 -1.79936
C -1.33910 -3.29513 -2.37648
C -2.06023 -1.96804 -0.39734
C -2.62784 -0.71225 0.28453
C -3.38707 -1.18689 1.52637
C -3.56591 0.06902 -0.63130
N -1.45951 0.15709 0.66963
C -1.75900 1.23755 1.65424
C -0.97087 2.49821 1.34164
N 0.43822 2.28060 0.99849
C 0.95414 3.34613 0.11664
C 1.76408 2.73974 -1.02912
O 2.80297 3.21540 -1.39338
O 1.20338 1.64547 -1.52982
H 3.31132 2.17273 2.93886
H 2.71089 3.65300 2.24096
H 3.23899 2.36517 1.18141
H 0.82067 2.46695 3.05437
H 0.33255 0.12230 2.72570
H 1.79157 0.45314 3.59864
H 1.70326 -2.18524 3.06789
H 2.03706 -2.71704 1.43044
H 0.46555 -1.98601 1.83861
H 3.81216 -0.84802 3.06603
H 4.13077 0.34266 1.80569
H 4.11517 -1.38258 1.42287
H 2.53808 0.67317 0.15772
H 1.00368 0.24737 0.20391
H 2.98822 -1.76231 -0.58314
H 2.54424 -0.44538 -1.66114
H 0.56683 -2.39920 -0.38738
H 1.30485 -2.63448 -1.95544
H 0.39156 -1.69382 -3.87146
H 1.10602 -0.19123 -3.26194
H -2.15990 -1.32381 -2.42699
H -0.80679 -3.96273 -1.69616
H -0.83916 -3.32008 -3.34483
H -2.33633 -3.70676 -2.52627
H -1.34312 -2.44179 0.28431
H -2.88638 -2.67675 -0.47155
H -4.23273 -1.80716 1.22946
H -3.78403 -0.35510 2.10713
H -2.74369 -1.78676 2.17611
H -4.26845 -0.60828 -1.11794
H -3.03147 0.61007 -1.42288
H -4.15634 0.79930 -0.07712
H -0.78973 -0.47032 1.10484
H -1.59171 0.89527 2.67447
H -2.81079 1.50722 1.58162
H -1.09459 3.21458 2.16384
H -1.44924 2.95885 0.46399
H 1.54804 4.10452 0.61470
H 0.12071 3.85973 -0.37058
O -1.65605 -0.27018 -4.96411
C -0.86265 -0.00540 -3.90485
```

Its spin multiplicity is 6. As for the charge: +2. The calculation puts the LUMO energy (spin up / spin down) at -5.56 / -7.81 eV. Its orbital gap (spin up / spin down) is 0.35209 / 0.27039 Eh. Its HOMO energy (spin up / spin down) is -15.14 / -15.16 eV. The calculation puts the calculated total energy at -72977.3504 eV.



No. 6
Density functional theory data (wB97M-V/def2-TZVPD) for a molecular structure, C21H39I2N3O6PS at a distorted geometry.

```
73
Properties=species:S:1:pos:R:3
C -2.25731 3.56202 -0.22029
C -1.42025 2.71800 0.80571
O -2.02025 1.41932 0.85620
C -1.07208 0.34603 0.89600
C -0.41088 0.46190 2.28359
C 0.62392 -0.75659 2.47229
C 0.97304 -1.06820 3.97401
O 0.09101 -1.93832 3.06789
C -0.09856 0.18121 -0.35615
O 1.22904 0.60686 -0.15534
C 1.84944 1.18863 -1.31753
C 2.33793 2.66507 -1.04025
C 1.42218 3.67411 -1.80273
C 2.52078 2.96797 0.47166
C 2.90441 4.44437 0.80004
C 3.51786 4.42152 2.25508
C 1.63919 5.38756 0.88461
C -0.30908 -1.31802 -0.82599
P 0.48330 -1.85925 -2.43666
O 1.25590 -3.10266 -2.11680
N -1.74805 -1.70330 -0.55459
I -2.72953 -0.70772 -2.15851
C -1.87871 -3.18609 -0.48770
C -3.29535 -3.75307 -0.25082
C -4.18267 -3.91727 -1.51630
I -3.24295 -5.05060 -3.09384
C -2.06112 -0.87600 0.68334
N -2.46749 -1.57888 1.90980
C -3.34793 -1.03258 2.53595
S -4.19617 -0.27736 3.62467
H -2.02557 4.63041 -0.07454
H -3.33332 3.33285 -0.13145
H -1.91742 3.23829 -1.22822
H -1.47572 3.24196 1.77834
H -0.37945 2.73202 0.43680
H -1.10405 0.35040 3.13114
H 0.29223 1.30657 2.38387
H 1.45030 -0.85750 1.73114
H 0.12961 -0.98206 4.67465
H 1.91264 -1.57448 4.21775
H -0.51060 0.97710 -1.02397
H 2.78493 0.60825 -1.48885
H 1.25751 1.10637 -2.24615
H 3.34605 2.75712 -1.49781
H 1.20800 3.29068 -2.82438
H 0.44474 3.82506 -1.31033
H 1.98727 4.61125 -1.95000
H 1.65739 2.69865 1.10611
H 3.36991 2.33601 0.81969
H 3.66245 4.82730 0.09069
H 2.81171 3.88463 2.91719
H 4.51719 3.95061 2.24470
H 3.56976 5.47687 2.58446
H 1.71565 6.08283 1.73768
H 1.53771 5.93771 -0.06958
H 0.73912 4.74716 0.97985
H 0.28409 -1.87031 -0.05815
H -0.44803 -2.19572 -3.44917
H 1.38567 -0.90625 -2.96402
H -1.26518 -3.49815 0.38812
H -1.38549 -3.66865 -1.35815
H -3.89632 -3.21633 0.50549
H -3.14348 -4.77317 0.15901
H -4.62067 -2.97630 -1.89456
H -5.05965 -4.51781 -1.20388
H -2.99721 -0.37571 0.37883
C 1.79068 -6.41206 -1.96411
N 0.77444 -6.92668 -2.92138
O 1.17379 -7.50440 -3.90964
O -0.39719 -6.72788 -2.64217
H 2.77779 -6.65992 -2.34009
H 1.66014 -5.33317 -1.89663
H 1.60896 -6.89218 -1.00562
```

As for the charge: +1. The calculation puts the LUMO energy at -5.48 eV. Its orbital gap is 0.23836 Eh. Its HOMO energy is -11.97 eV. The calculation puts the calculated total energy at -75474.7619 eV.